Record 1
Computed, not measured: a 11-piece molecular cluster, C40H111F6N10O15S2 overall, with ωB97M-V with the def2-TZVPD basis set.

Calculated values
* molar mass: 1150.51 u
* total charge: +7
* energy above the lowest of the compared OMol25 structures with the same formula, charge and spin: 81.33 kcal per mole

CARTESIAN COORDINATES (ANGSTROEM)
1 C -0.8754 -1.3539 -1.7815
2 F -1.2976 -0.5425 -2.7586
3 F -1.9232 -1.5983 -1.0203
4 F -0.2286 -2.4263 -2.1119
5 S 0.4201 -0.3290 -0.7760
6 O 0.9353 -1.4746 -0.0413
7 O 1.4199 0.1747 -1.7231
8 N -0.5886 0.9664 -0.0686
9 S -0.3290 0.7129 1.4225
10 O -0.5294 -0.6245 1.9428
11 O 0.8951 1.3497 1.8762
12 C -1.7137 1.7808 2.2137
13 F -2.9433 1.3690 1.8932
14 F -1.6812 1.4993 3.5360
15 F -1.4692 3.0732 2.0313
16 C 1.0491 5.1596 0.1615
17 C 2.4879 4.7040 -0.2035
18 C 2.6476 3.2208 -0.5275
19 O 4.0178 3.0852 -0.8701
20 C 4.2837 1.7755 -1.4086
21 N 3.0615 5.5783 -1.3309
22 H 2.5786 5.3463 -2.1991
23 H 2.8584 6.5682 -1.1926
24 H 4.0671 5.4135 -1.3370
25 H 0.5456 4.4644 0.8274
26 H 0.4634 5.3009 -0.7509
27 H 1.0639 6.1796 0.5497
28 H 3.1697 5.0418 0.5764
29 H 1.9714 2.8763 -1.3152
30 H 2.6282 2.5891 0.3639
31 H 3.7166 1.6537 -2.3277
32 H 4.0899 1.1021 -0.5679
33 H 5.3453 1.5769 -1.5543
34 C -8.9387 3.7598 3.1442
35 C -8.4200 3.9454 4.5873
36 C -7.0672 3.2268 4.8590
37 O -5.9006 3.9826 4.7398
38 C -4.7871 3.0986 4.7933
39 N -8.2884 5.4581 4.7968
40 H -7.4832 5.9443 4.4004
41 H -9.1467 5.9895 4.6186
42 H -8.2136 5.7653 5.7769
43 H -8.4492 4.3258 2.3526
44 H -10.0250 3.8300 3.0963
45 H -8.7549 2.7276 2.8381
46 H -9.1089 3.6612 5.3779
47 H -7.0947 2.2365 4.3892
48 H -7.2149 2.8231 5.8726
49 H -3.8616 3.6738 4.8330
50 H -4.6975 2.5833 3.8309
51 H -4.8171 2.3918 5.6225
52 C 0.4062 -4.3804 3.0010
53 C 1.4271 -4.1919 1.8978
54 C 2.3976 -3.0460 2.2446
55 O 3.4873 -3.0380 1.3615
56 C 4.4513 -2.0401 1.5773
57 N 2.2229 -5.4428 1.5982
58 H 1.6807 -6.3137 1.5760
59 H 2.6826 -5.3916 0.6922
60 H 2.9301 -5.6577 2.3031
61 H 0.7311 -5.1698 3.6860
62 H -0.5513 -4.7761 2.6660
63 H 0.2978 -3.4685 3.5863
64 H 0.8568 -3.9728 0.9966
65 H 2.7483 -3.1686 3.2746
66 H 1.8175 -2.1300 2.0920
67 H 4.0085 -1.0784 1.2791
68 H 5.2465 -2.2506 0.8659
69 H 4.7640 -1.9269 2.6171
70 C -2.5249 0.0753 -6.1083
71 C -1.4388 -0.4368 -7.0406
72 C -1.2382 -1.9353 -7.1910
73 O -1.4600 -2.5153 -5.9181
74 C -2.0585 -3.8146 -5.9882
75 N -1.7327 0.0862 -8.4446
76 H -2.2868 0.9505 -8.4901
77 H -1.0129 0.3119 -9.1387
78 H -2.3846 -0.4988 -8.9812
79 H -2.7561 -0.5300 -5.2322
80 H -3.5430 0.0725 -6.5148
81 H -2.3616 1.0909 -5.7544
82 H -0.5846 0.1548 -6.7135
83 H -0.2065 -2.2149 -7.4450
84 H -1.6899 -2.4574 -8.0422
85 H -2.1930 -4.2596 -5.0048
86 H -1.5556 -4.4534 -6.7133
87 H -3.0923 -3.6710 -6.3234
88 C -2.5245 2.6489 -3.4983
89 C -1.9246 3.5106 -2.3261
90 C -2.1058 5.0396 -2.3932
91 O -1.9530 5.5991 -1.1014
92 C -2.1197 7.0334 -1.1527
93 N -2.5125 2.9510 -1.0299
94 H -3.4755 2.6243 -1.0976
95 H -1.9654 2.1871 -0.6040
96 H -2.5148 3.8037 -0.4560
97 H -3.5693 2.4191 -3.2911
98 H -2.0568 1.6676 -3.3970
99 H -2.2810 3.0655 -4.4709
100 H -0.8525 3.3208 -2.2817
101 H -3.0783 5.2689 -2.8442
102 H -1.4045 5.5433 -3.0671
103 H -1.4256 7.4242 -1.9007
104 H -2.0704 7.2334 -0.0859
105 H -3.1001 7.2725 -1.5736
106 C 7.5048 5.9675 2.9964
107 C 6.0695 5.6571 2.5770
108 C 5.1663 4.8400 3.4442
109 O 4.0381 4.3536 2.6830
110 C 3.1944 3.5079 3.4740
111 N 5.3944 7.0259 2.3303
112 H 4.4188 6.9994 2.0329
113 H 5.3292 7.5849 3.1861
114 H 5.9265 7.5520 1.6369
115 H 7.5161 6.2800 4.0459
116 H 7.9169 6.8596 2.5212
117 H 8.2151 5.1504 2.9005
118 H 6.1734 5.1583 1.6107
119 H 4.7608 5.4080 4.2851
120 H 5.7533 3.9591 3.7148
121 H 3.8347 2.8367 4.0514
122 H 2.6603 2.8235 2.8138
123 H 2.5198 4.1695 4.0163
124 C -4.3264 -4.9740 -0.3930
125 C -5.4164 -5.9452 -0.8788
126 C -5.4740 -6.1330 -2.3977
127 O -4.5949 -7.1462 -2.8402
128 C -5.0561 -7.7136 -4.1020
129 N -5.1488 -7.3167 -0.3195
130 H -4.3085 -7.7801 -0.7051
131 H -5.0793 -7.3504 0.6961
132 H -5.9000 -7.9317 -0.6371
133 H -4.6709 -4.5475 0.5554
134 H -4.1372 -4.1032 -1.0099
135 H -3.4341 -5.5166 -0.0750
136 H -6.4003 -5.6173 -0.5508
137 H -5.1775 -5.1902 -2.8755
138 H -6.5092 -6.1863 -2.7491
139 H -6.1053 -8.0088 -4.0616
140 H -4.4713 -8.5988 -4.3338
141 H -4.9602 -6.9631 -4.8878
142 C 5.9173 -3.1869 -5.5354
143 C 6.6533 -2.8322 -4.2831
144 C 5.8472 -2.1607 -3.1275
145 O 4.6651 -2.9164 -2.9640
146 C 3.4928 -2.1702 -2.6710
147 N 7.1784 -4.1545 -3.7580
148 H 7.2879 -4.8376 -4.5084
149 H 8.0880 -4.1193 -3.2886
150 H 6.5772 -4.5143 -3.0132
151 H 5.6227 -2.3438 -6.1589
152 H 5.0466 -3.8320 -5.4126
153 H 6.6197 -3.7409 -6.1650
154 H 7.5073 -2.2568 -4.6415
155 H 5.4991 -1.1822 -3.4715
156 H 6.4602 -2.0161 -2.2345
157 H 2.6407 -2.8339 -2.5454
158 H 3.3447 -1.4693 -3.4976
159 H 3.6193 -1.6317 -1.7273
160 C 3.3151 -0.9666 5.3453
161 C 2.2398 -0.0384 5.9449
162 C 0.8277 -0.0828 5.3199
163 O 0.2484 -1.3475 5.6154
164 C -1.0869 -1.4183 5.1246
165 N 2.1292 -0.2782 7.4452
166 H 2.0134 0.6019 7.9528
167 H 1.2655 -0.8089 7.6056
168 H 2.8558 -0.7475 7.9913
169 H 3.2792 -0.9454 4.2572
170 H 3.1945 -2.0136 5.6220
171 H 4.2817 -0.5811 5.6688
172 H 2.6193 0.9656 5.7578
173 H 0.9821 -0.0212 4.2374
174 H 0.3898 0.8255 5.7434
175 H -1.7653 -0.7083 5.6007
176 H -1.5604 -2.3962 5.2147
177 H -1.1111 -1.2878 4.0392
178 C -0.6444 -6.2985 -1.3385
179 C -1.0182 -7.1200 -0.0901
180 O -0.3736 -6.9995 0.9887
181 O -2.0588 -7.8298 -0.1274
182 H -1.0072 -6.7510 -2.2581
183 H 0.4237 -6.0837 -1.4003
184 H -1.1477 -5.3416 -1.1686


Record 2
Computed, not measured: C3H3NO in the gas phase, with ωB97M-V with the def2-TZVPD basis set.

Calculated values
* molar mass: 69.06 u
* total charge: 0
* energy above the lowest of the compared OMol25 structures with the same formula, charge and spin: 64.41 kcal per mole

CARTESIAN COORDINATES (ANGSTROEM)
1 O 1.5215 -1.4550 0.0164
2 C 0.8502 -0.5460 0.4260
3 C -0.1606 0.1451 -0.4714
4 C -1.5590 0.1550 0.5535
5 N -1.4030 1.2866 0.1957
6 H 0.9378 -0.1432 1.4528
7 H -0.4826 -0.4946 -1.2913
8 H 0.2956 1.0521 -0.8816


Record 3
Computed, not measured: C15H23AsCoF6N2O7S2 as an isolated structure, with ωB97M-V with the def2-TZVPD basis set.

Calculated values
* molar mass: 655.33 u
* total charge: +1
* ⟨S²⟩: 6.01
* energy above the lowest of the compared OMol25 structures with the same formula, charge and spin: 4.54 kcal per mole
* 2S+1: 5

CARTESIAN COORDINATES (ANGSTROEM)
1 Co -0.0496 -0.2139 0.4469
2 F -3.8293 -1.6613 -0.0165
3 C -3.9767 -1.2682 -1.2847
4 F -4.6312 -2.1959 -1.9566
5 F -4.6642 -0.1286 -1.3002
6 S -2.3266 -0.9782 -2.0488
7 O -1.6863 0.0084 -1.1853
8 O -2.5990 -0.5872 -3.3906
9 N -1.6006 -2.3713 -2.0168
10 S -0.7650 -2.9137 -0.8097
11 O -0.9497 -2.1451 0.4271
12 O 0.5965 -3.2013 -1.1572
13 C -1.5656 -4.5343 -0.4546
14 F -2.8341 -4.3535 -0.1182
15 F -0.9161 -5.1015 0.5560
16 F -1.4896 -5.3043 -1.5257
17 O 1.6570 -1.4172 0.8898
18 C 1.8417 -2.0659 2.1589
19 C 1.5638 -1.0356 3.2272
20 C 2.4423 0.2112 3.0649
21 C 1.7576 1.4579 2.5659
22 C 2.1839 2.6969 3.0452
23 C 1.6027 3.8608 2.5900
24 C 0.5807 3.7747 1.6527
25 C 0.2069 2.5203 1.2294
26 N 0.7729 1.3814 1.6627
27 H 1.6806 -2.0745 0.1754
28 H 2.8782 -2.4105 2.2147
29 H 1.1773 -2.9289 2.2448
30 H 1.7427 -1.4958 4.1996
31 H 0.5055 -0.7650 3.2130
32 H 3.2636 -0.0026 2.3742
33 H 2.9115 0.4661 4.0148
34 H 2.9717 2.7269 3.7847
35 H 1.9312 4.8206 2.9649
36 H 0.0812 4.6518 1.2690
37 H -0.5912 2.4086 0.5006
38 C -3.3391 1.0597 1.4800
39 C -2.0637 0.3112 1.7648
40 O -1.7858 -0.3395 2.7106
41 H -4.1799 0.4113 1.7275
42 H -3.3806 1.3816 0.4452
43 H -3.3490 1.9257 2.1450
44 C 0.8509 -0.3933 -3.9796
45 As 1.2267 0.8799 -2.6098
46 C 0.0571 2.3688 -2.8525
47 C 3.0188 1.4773 -2.8566
48 O 1.1102 0.2591 -1.0651
49 H 1.0732 0.0832 -4.9350
50 H -0.1940 -0.6927 -3.9524
51 H 1.4907 -1.2640 -3.8433
52 H 0.2152 2.7882 -3.8461
53 H 0.2807 3.1204 -2.0952
54 H -0.9745 2.0330 -2.7587
55 H 3.1244 1.9545 -3.8293
56 H 3.6851 0.6189 -2.7923
57 H 3.2586 2.1855 -2.0646


Repeat the third record exactly.
Computed, not measured: C15H23AsCoF6N2O7S2 as an isolated structure, with ωB97M-V with the def2-TZVPD basis set.

Calculated values
* molar mass: 655.33 u
* total charge: +1
* ⟨S²⟩: 6.01
* energy above the lowest of the compared OMol25 structures with the same formula, charge and spin: 4.54 kcal per mole
* 2S+1: 5

CARTESIAN COORDINATES (ANGSTROEM)
1 Co -0.0496 -0.2139 0.4469
2 F -3.8293 -1.6613 -0.0165
3 C -3.9767 -1.2682 -1.2847
4 F -4.6312 -2.1959 -1.9566
5 F -4.6642 -0.1286 -1.3002
6 S -2.3266 -0.9782 -2.0488
7 O -1.6863 0.0084 -1.1853
8 O -2.5990 -0.5872 -3.3906
9 N -1.6006 -2.3713 -2.0168
10 S -0.7650 -2.9137 -0.8097
11 O -0.9497 -2.1451 0.4271
12 O 0.5965 -3.2013 -1.1572
13 C -1.5656 -4.5343 -0.4546
14 F -2.8341 -4.3535 -0.1182
15 F -0.9161 -5.1015 0.5560
16 F -1.4896 -5.3043 -1.5257
17 O 1.6570 -1.4172 0.8898
18 C 1.8417 -2.0659 2.1589
19 C 1.5638 -1.0356 3.2272
20 C 2.4423 0.2112 3.0649
21 C 1.7576 1.4579 2.5659
22 C 2.1839 2.6969 3.0452
23 C 1.6027 3.8608 2.5900
24 C 0.5807 3.7747 1.6527
25 C 0.2069 2.5203 1.2294
26 N 0.7729 1.3814 1.6627
27 H 1.6806 -2.0745 0.1754
28 H 2.8782 -2.4105 2.2147
29 H 1.1773 -2.9289 2.2448
30 H 1.7427 -1.4958 4.1996
31 H 0.5055 -0.7650 3.2130
32 H 3.2636 -0.0026 2.3742
33 H 2.9115 0.4661 4.0148
34 H 2.9717 2.7269 3.7847
35 H 1.9312 4.8206 2.9649
36 H 0.0812 4.6518 1.2690
37 H -0.5912 2.4086 0.5006
38 C -3.3391 1.0597 1.4800
39 C -2.0637 0.3112 1.7648
40 O -1.7858 -0.3395 2.7106
41 H -4.1799 0.4113 1.7275
42 H -3.3806 1.3816 0.4452
43 H -3.3490 1.9257 2.1450
44 C 0.8509 -0.3933 -3.9796
45 As 1.2267 0.8799 -2.6098
46 C 0.0571 2.3688 -2.8525
47 C 3.0188 1.4773 -2.8566
48 O 1.1102 0.2591 -1.0651
49 H 1.0732 0.0832 -4.9350
50 H -0.1940 -0.6927 -3.9524
51 H 1.4907 -1.2640 -3.8433
52 H 0.2152 2.7882 -3.8461
53 H 0.2807 3.1204 -2.0952
54 H -0.9745 2.0330 -2.7587
55 H 3.1244 1.9545 -3.8293
56 H 3.6851 0.6189 -2.7923
57 H 3.2586 2.1855 -2.0646


Repeat the third record exactly.
Computed, not measured: C15H23AsCoF6N2O7S2 as an isolated structure, with ωB97M-V with the def2-TZVPD basis set.

Calculated values
* molar mass: 655.33 u
* total charge: +1
* ⟨S²⟩: 6.01
* energy above the lowest of the compared OMol25 structures with the same formula, charge and spin: 4.54 kcal per mole
* 2S+1: 5

CARTESIAN COORDINATES (ANGSTROEM)
1 Co -0.0496 -0.2139 0.4469
2 F -3.8293 -1.6613 -0.0165
3 C -3.9767 -1.2682 -1.2847
4 F -4.6312 -2.1959 -1.9566
5 F -4.6642 -0.1286 -1.3002
6 S -2.3266 -0.9782 -2.0488
7 O -1.6863 0.0084 -1.1853
8 O -2.5990 -0.5872 -3.3906
9 N -1.6006 -2.3713 -2.0168
10 S -0.7650 -2.9137 -0.8097
11 O -0.9497 -2.1451 0.4271
12 O 0.5965 -3.2013 -1.1572
13 C -1.5656 -4.5343 -0.4546
14 F -2.8341 -4.3535 -0.1182
15 F -0.9161 -5.1015 0.5560
16 F -1.4896 -5.3043 -1.5257
17 O 1.6570 -1.4172 0.8898
18 C 1.8417 -2.0659 2.1589
19 C 1.5638 -1.0356 3.2272
20 C 2.4423 0.2112 3.0649
21 C 1.7576 1.4579 2.5659
22 C 2.1839 2.6969 3.0452
23 C 1.6027 3.8608 2.5900
24 C 0.5807 3.7747 1.6527
25 C 0.2069 2.5203 1.2294
26 N 0.7729 1.3814 1.6627
27 H 1.6806 -2.0745 0.1754
28 H 2.8782 -2.4105 2.2147
29 H 1.1773 -2.9289 2.2448
30 H 1.7427 -1.4958 4.1996
31 H 0.5055 -0.7650 3.2130
32 H 3.2636 -0.0026 2.3742
33 H 2.9115 0.4661 4.0148
34 H 2.9717 2.7269 3.7847
35 H 1.9312 4.8206 2.9649
36 H 0.0812 4.6518 1.2690
37 H -0.5912 2.4086 0.5006
38 C -3.3391 1.0597 1.4800
39 C -2.0637 0.3112 1.7648
40 O -1.7858 -0.3395 2.7106
41 H -4.1799 0.4113 1.7275
42 H -3.3806 1.3816 0.4452
43 H -3.3490 1.9257 2.1450
44 C 0.8509 -0.3933 -3.9796
45 As 1.2267 0.8799 -2.6098
46 C 0.0571 2.3688 -2.8525
47 C 3.0188 1.4773 -2.8566
48 O 1.1102 0.2591 -1.0651
49 H 1.0732 0.0832 -4.9350
50 H -0.1940 -0.6927 -3.9524
51 H 1.4907 -1.2640 -3.8433
52 H 0.2152 2.7882 -3.8461
53 H 0.2807 3.1204 -2.0952
54 H -0.9745 2.0330 -2.7587
55 H 3.1244 1.9545 -3.8293
56 H 3.6851 0.6189 -2.7923
57 H 3.2586 2.1855 -2.0646


- What is the total charge in the second record?
  0